Density functional theory data (ωB97M-V/def2-TZVPD) for the ion C3H10NS with charge +2 at a distorted geometry.

Calculated values
- molar mass (g/mol) = 92.187
- energy (Ha) = -572.48884
- spin multiplicity = 2
- total charge = +2
- <S²> = 0.75
- LUMO level (alpha / beta) (Eh) = -0.306 / -0.501
- HOMO (alpha / beta) (eV) = -21.608 / -21.728

Last columns: bonded neighbours and bond lengths (Å).
Positions of all 15 atoms, in Å:
1 C 1.07399 -0.27900 1.24254  C2 1.519, H6 1.098, H7 1.082, H8 1.085
2 C -0.08479 0.17909 0.37420  C1 1.519, C3 1.547, N5 1.546, H9 1.079
3 C -0.76800 -1.03841 -0.29281  C2 1.547, S4 1.810, H10 1.098, H11 1.093
4 S -1.87930 -0.92187 -1.71642  C3 1.810, H12 1.359
5 N 0.50977 1.15174 -0.67046  C2 1.546, H13 1.026, H14 1.021, H15 1.022
6 H 1.57749 0.63099 1.59404  C1 1.098
7 H 0.79194 -0.74668 2.17607  C1 1.082
8 H 1.80062 -0.85951 0.68362  C1 1.085
9 H -0.79725 0.77721 0.92018  C2 1.079
10 H -1.41453 -1.50983 0.45887  C3 1.098
11 H -0.00762 -1.75194 -0.62024  C3 1.093
12 H -2.63144 0.14528 -1.33955  S4 1.359
13 H -0.22198 1.77589 -1.02854  N5 1.026
14 H 0.83418 0.67774 -1.51509  N5 1.021
15 H 1.21694 1.76931 -0.26641  N5 1.022

natural (NBO) population analysis, charges in e, atoms 1 to 4: -0.65, -0.03, -0.63, 0.79